# 1
65
Properties=species:S:1:pos:R:3 method="wB97M-V/def2-TZVPD" total_charge=-1 orbital_gap_ev="5.4 / 7.7" max_force_ev_per_a=0.846 homo_energy_ev="-3.9 / -6.1" e_tot_ev=-142907.6718 de_lowest_kcal_mol=20.3 spin_multiplicity=2 e_lumo_ev="1.578 / 1.511"
Ti -0.48390 0.00827 0.63054
O -1.48745 -3.44657 3.19240
S -0.45057 -2.64998 2.59666
O 0.43853 -3.30352 1.66931
O -1.04442 -1.39475 2.03469
C 0.62659 -2.18915 3.96698
C 0.67974 -3.14387 4.97400
C 1.58425 -3.03756 6.02178
C 2.46157 -1.96748 6.06798
C 2.40426 -0.99956 5.07616
C 1.49461 -1.10139 4.03575
S 1.38048 0.31103 2.95486
O 1.30118 -0.26194 1.56899
O 2.56849 1.09541 3.13653
O 0.10849 0.93237 3.26327
H -0.00234 -3.98059 4.92422
H 1.59956 -3.79710 6.79265
H 3.18084 -1.87447 6.87113
H 3.06136 -0.14080 5.09847
O 2.33361 -5.66850 -3.40950
C 2.78501 -4.46342 -3.83364
O 3.45155 -4.40082 -4.83283
C 2.36335 -3.28375 -3.03668
C 2.38853 -2.02945 -3.64909
C 1.94935 -0.90911 -2.98070
C 1.48969 -1.00073 -1.65691
C 1.51745 -2.24427 -1.02851
C 1.92814 -3.37025 -1.71748
N 0.94948 0.09117 -0.96318
C 1.42849 1.30600 -1.25044
C 1.03144 2.40681 -0.48213
C 1.47286 3.73036 -0.71436
C 1.03218 4.73611 0.10038
C 0.15662 4.43650 1.15812
C -0.22412 3.12468 1.34396
N 0.18673 2.13211 0.55209
H 1.69291 -5.54443 -2.69640
H 2.72184 -1.96267 -4.67617
H 1.89925 0.03348 -3.50811
H 1.21225 -2.34299 0.00425
H 1.93101 -4.31022 -1.17609
H 2.17656 1.43569 -2.02159
H 2.15370 3.91946 -1.53370
H 1.36130 5.75447 -0.06387
H -0.20668 5.20220 1.82735
H -0.86954 2.82994 2.15950
O -2.14241 0.86417 1.25304
N -2.86050 1.63842 0.51099
N -2.47186 1.60724 -0.68867
O -1.47131 0.85978 -1.03230
C -3.14342 2.35926 -1.69879
C -4.10213 3.29742 -1.33850
C -4.73730 4.00874 -2.34246
C -4.41750 3.78147 -3.67429
C -3.45874 2.83662 -4.00754
C -2.80887 2.11319 -3.01965
H -4.33742 3.45925 -0.29759
H -5.48665 4.74436 -2.08169
H -4.91893 4.34226 -4.45247
H -3.21474 2.65228 -5.04532
H -2.07032 1.35887 -3.25057
Cl -3.65441 -1.37854 -0.79104
Si -1.59685 -1.79701 -0.99350
Cl -1.53403 -3.86098 -0.77909
Cl -1.30684 -1.55355 -3.06120

# 2
13
Properties=species:S:1:pos:R:3 method="wB97M-V/def2-TZVPD" total_charge=-1 orbital_gap_ev="2.4 / 8.8" max_force_ev_per_a=1.092 homo_energy_ev="1.3 / -4.8" e_tot_ev=-6217.8468 de_lowest_kcal_mol=29.6 spin_multiplicity=2 e_lumo_ev="3.706 / 3.962"
C -4.53435 -0.58808 0.48849
N -4.60949 -1.83237 0.34419
H -4.74083 -0.08487 1.43656
H -4.31909 0.15721 -0.28614
H -4.35222 -2.16992 -0.57814
C 3.29608 0.14384 -1.20713
C 2.38678 0.42722 -0.26730
N 2.65028 1.01603 0.93834
H 4.29428 0.56305 -1.21363
H 3.01664 -0.53675 -1.99582
H 1.33398 0.23489 -0.44441
H 3.58814 1.30091 1.17747
H 1.98980 1.36883 1.60752

# 3
42
Properties=species:S:1:pos:R:3 method="wB97M-V/def2-TZVPD" orbital_gap_ev=8.5 max_force_ev_per_a=1.066 homo_energy_ev=-7.7 smiles=CCCCN(Cc1ccc(C)o1)Cc1ccc(C)o1 e_tot_ev=-22549.3411 de_lowest_kcal_mol=46.4 e_lumo_ev=0.877
C -4.12713 -0.60028 1.86489
C -4.54373 0.02258 0.53712
C -3.41837 0.81643 -0.12704
C -2.24490 -0.07216 -0.54040
N -1.37935 0.58540 -1.50751
C -0.49648 -0.33907 -2.20201
C 0.56814 -0.98914 -1.37031
C 1.92701 -0.94858 -1.46468
C 2.42629 -1.73730 -0.39817
C 1.33895 -2.20592 0.27377
C 1.21197 -3.05279 1.48905
O 0.20723 -1.76313 -0.31873
C -0.69812 1.77458 -1.01676
C 0.32241 1.55664 0.05979
C 0.22843 1.16241 1.36208
C 1.55530 1.09828 1.85745
C 2.36744 1.46600 0.82843
C 3.84535 1.59185 0.73020
O 1.62365 1.75094 -0.26229
H -4.97627 -1.09079 2.33581
H -3.75556 0.16471 2.54381
H -3.34588 -1.34128 1.71785
H -5.38775 0.69466 0.71075
H -4.88232 -0.76351 -0.14146
H -3.07971 1.58978 0.56508
H -3.80548 1.30739 -1.02211
H -2.64418 -0.96211 -1.03516
H -1.69191 -0.40440 0.34741
H -0.00186 0.20895 -3.00839
H -1.13187 -1.11126 -2.65024
H 2.50001 -0.41588 -2.19614
H 3.45385 -1.92620 -0.16220
H 0.58313 -3.91908 1.28746
H 0.75388 -2.48510 2.29898
H 2.19493 -3.38883 1.80474
H -1.46509 2.46842 -0.66476
H -0.18688 2.23271 -1.86833
H -0.66593 0.95312 1.91316
H 1.85863 0.81643 2.84535
H 4.29689 1.35345 1.68842
H 4.12382 2.60574 0.44490
H 4.23226 0.91078 -0.02664

# 4
168
Properties=species:S:1:pos:R:3 method="wB97M-V/def2-TZVPD" total_charge=+7 orbital_gap_ev="7.5 / 1.8" max_force_ev_per_a=5.425 homo_energy_ev="-21.3 / -21.3" e_tot_ev=-90556.6452 spin_multiplicity=2 e_lumo_ev="-13.826 / -19.452"
C -2.41005 4.69010 1.41317
C -2.23304 3.21519 0.91296
N -2.76362 2.82175 -0.35945
C -2.47561 1.64713 -1.03590
C -3.39913 1.55130 -2.09009
N -3.96042 2.76523 -2.31375
C -3.66446 3.51925 -1.20086
C -4.72274 3.14665 -3.53773
H -2.30739 4.87013 2.48330
H -3.39889 5.12469 1.26683
H -1.66074 5.29335 0.90060
H -2.62335 2.47599 1.61250
H -1.16970 2.97980 0.95767
H -1.61698 1.09820 -0.67836
H -3.44753 0.71607 -2.77305
H -4.01514 4.53778 -1.12330
H -5.36799 2.31551 -3.82227
H -3.95959 3.33112 -4.29382
H -5.36124 4.00271 -3.31959
C 0.31508 -6.86525 -4.07679
C 0.11017 -6.86472 -2.56757
N -0.69226 -5.78507 -2.14657
C -0.56378 -4.43970 -2.49657
C -1.56698 -3.74697 -1.80856
N -2.38137 -4.64056 -1.15261
C -1.72172 -5.90888 -1.28525
C -3.53984 -4.27699 -0.35852
H 1.30330 -6.63311 -4.47381
H -0.23694 -6.07188 -4.58073
H -0.03155 -7.84594 -4.40266
H 1.01262 -6.66535 -1.98969
H -0.39679 -7.81083 -2.37795
H 0.20831 -4.14414 -3.19150
H -1.68019 -2.68918 -1.62233
H -2.05815 -6.79319 -0.76448
H -4.09815 -5.17848 -0.10614
H -4.21796 -3.67323 -0.96162
H -3.24880 -3.82136 0.58795
C 3.65165 0.60057 3.97646
O 3.28191 -0.34258 3.06413
C 2.43716 -1.36107 3.46908
C 2.48817 -2.55935 2.58655
N 2.42132 -2.07337 1.10433
H 1.46312 -1.75975 1.04441
H 3.04892 -1.28383 1.15765
C 2.88030 -2.94307 -0.06668
C 4.46983 -2.75388 -0.18454
O 4.80252 -1.37726 -0.26380
C 6.01972 -1.01614 0.34147
H 4.35415 1.27332 3.48451
H 4.32852 0.17526 4.71743
H 2.83793 1.23187 4.33344
H 1.40126 -1.03920 3.57593
H 2.92187 -1.66080 4.39823
H 1.72468 -3.25226 2.94018
H 3.38800 -3.13364 2.80700
H 2.35769 -2.50935 -0.91924
H 2.55325 -3.95818 0.15844
H 4.68959 -3.19664 -1.15602
H 5.09466 -3.29125 0.52884
H 5.96769 -1.17586 1.41845
H 6.20972 0.02253 0.07101
H 6.87076 -1.57121 -0.05318
C 4.64572 2.49162 7.90633
O 3.45792 3.23288 8.21806
C 3.29137 4.37990 7.40327
C 2.83503 4.13526 5.91148
N 2.15743 5.24098 5.28076
H 2.64205 6.02439 5.69489
H 2.46261 5.29560 4.31951
C 0.62841 5.35509 5.37380
C -0.16731 4.23643 4.60415
O 0.32303 2.94544 4.88696
C -0.16934 1.96852 3.98916
H 5.43409 3.23237 7.77275
H 4.38228 1.86600 7.05351
H 4.95971 1.74557 8.63634
H 4.14279 5.05919 7.44504
H 2.51569 4.88517 7.97868
H 2.01268 3.42081 5.94905
H 3.58339 3.75572 5.21577
H 0.56719 6.29783 4.83012
H 0.30878 5.47728 6.40870
H -0.26446 4.55342 3.56579
H -1.21921 4.29620 4.88351
H -1.25809 1.97510 4.04090
H 0.13394 0.96126 4.27470
H 0.11257 2.20723 2.96366
C -4.34245 -3.31924 -8.32412
O -3.24498 -3.61564 -7.50644
C -2.03325 -3.97599 -8.18203
C -0.84091 -3.77718 -7.24833
N -0.41742 -2.32210 -7.28678
H 0.43867 -2.18461 -6.76879
H -0.09531 -2.03436 -8.19977
C -1.45535 -1.29985 -6.77259
C -1.49769 -1.26842 -5.17379
O -0.25533 -1.36666 -4.49559
C -0.27838 -0.65791 -3.26398
H -4.26506 -3.84291 -9.27695
H -4.50197 -2.25727 -8.51086
H -5.23932 -3.82773 -7.97033
H -1.80721 -3.52173 -9.14674
H -2.07023 -5.04340 -8.39967
H -0.07320 -4.52204 -7.45789
H -1.08442 -3.83059 -6.18723
H -2.47159 -1.24492 -7.16292
H -1.14306 -0.31746 -7.12682
H -2.07829 -2.11302 -4.80278
H -2.06503 -0.39205 -4.86043
H -1.12422 -1.03340 -2.68808
H -0.52595 0.40251 -3.31209
H 0.66386 -0.72486 -2.72010
C -7.42332 -2.40903 1.21870
O -6.55398 -1.45979 1.92009
C -5.17416 -1.81243 1.89915
C -4.51381 -0.79028 2.80174
N -5.00769 -0.59688 4.23023
H -5.58622 0.22848 4.16551
H -5.58879 -1.36830 4.52576
C -3.97284 -0.45506 5.27987
C -2.95263 -1.61999 5.36147
O -3.33894 -2.99971 5.28307
C -2.95482 -3.75313 6.40694
H -6.96168 -2.87279 0.34697
H -8.40381 -2.04868 0.90747
H -7.61600 -3.27800 1.84788
H -4.95397 -1.60060 0.85284
H -4.87558 -2.79758 2.25753
H -4.59903 0.23625 2.44525
H -3.42484 -0.81794 2.84032
H -4.56781 -0.34039 6.18594
H -3.42314 0.48594 5.30139
H -2.18564 -1.55186 6.13295
H -2.20467 -1.60551 4.56872
H -1.89313 -3.75546 6.65374
H -3.28840 -4.78224 6.27363
H -3.54586 -3.44437 7.26917
C 7.33179 5.34474 -4.50663
O 6.44006 4.93082 -3.41803
C 5.41097 5.93222 -3.30459
C 4.45256 5.50343 -2.24162
N 3.53116 4.32259 -2.60157
H 3.04446 4.11054 -1.74236
H 2.86792 4.57488 -3.32030
C 4.25829 2.95905 -2.93677
C 3.33743 1.84671 -2.60670
O 2.64623 2.21815 -1.43640
C 1.44315 1.53290 -1.10337
H 8.24236 4.80295 -4.76242
H 7.76517 6.31119 -4.24927
H 6.90333 5.52645 -5.49229
H 4.87879 6.08666 -4.24321
H 5.94231 6.85607 -3.07592
H 3.77574 6.35171 -2.13950
H 4.86612 5.34030 -1.24640
H 5.04606 3.07371 -2.19221
H 4.58049 3.05740 -3.97342
H 3.91069 0.94922 -2.37435
H 2.58214 1.61811 -3.35862
H 0.94817 2.06319 -0.28980
H 1.56009 0.46662 -0.90978
H 0.69243 1.44136 -1.88832
B -0.96767 -1.19345 0.97938
F -0.71219 -2.39064 1.69098
F -0.82887 -0.18664 1.88864
F -0.00398 -1.22958 0.00150
F -2.26638 -1.25171 0.35768

# 5
5
Properties=species:S:1:pos:R:3 method="wB97M-V/def2-TZVPD" orbital_gap_ev="6.7 / 6.1" max_force_ev_per_a=5.997 homo_energy_ev="-6.1 / -11.3" e_tot_ev=-98835.8665 spin_multiplicity=3 e_lumo_ev="0.613 / -5.157"
C 0.14202 -0.24155 0.04410
F -0.44655 0.75547 0.65224
Cl -1.04888 -1.38541 -0.60836
Cl 1.13458 0.65693 -1.29329
Br 1.26650 -0.90266 1.39585

# 6
13
Properties=species:S:1:pos:R:3 method="wB97M-V/def2-TZVPD" orbital_gap_ev=8.7 max_force_ev_per_a=4.250 homo_energy_ev=-9.1 smiles="CC(=S)[C@@]1(O)CO1" e_tot_ev=-19172.8634 de_lowest_kcal_mol=56.3 e_lumo_ev=-0.434
C 0.91160 1.48788 0.01282
C -0.09901 0.75223 0.70494
S -0.97237 1.32064 1.93605
C -0.24461 -0.65340 0.21017
O -0.80771 -1.51381 1.18784
C -0.32952 -1.12398 -1.22057
O 0.80858 -1.19942 -0.46221
H 0.73166 1.80322 -0.95853
H 1.64109 0.67539 -0.11358
H 1.19810 2.33925 0.55020
H -1.56055 -1.04914 1.53950
H -0.77853 -2.15589 -1.23211
H -0.49874 -0.68297 -2.15453

# 7
92
Properties=species:S:1:pos:R:3 method="wB97M-V/def2-TZVPD" total_charge=+1 orbital_gap_ev="6.9 / 7.4" max_force_ev_per_a=3.342 homo_energy_ev="-11.0 / -11.0" e_tot_ev=-171159.7215 de_lowest_kcal_mol=87.8 spin_multiplicity=2 e_lumo_ev="-4.120 / -3.575"
V 1.24569 -2.17451 -0.27309
O 5.46162 -2.14982 0.06440
S 4.32643 -1.41277 -0.39689
O 3.87150 -0.33524 0.42583
N 3.03702 -2.51229 -0.60405
C 3.40193 -3.87905 -0.83489
C 4.51636 -4.36656 -1.45320
C 4.74387 -5.76402 -1.46958
C 3.88563 -6.64161 -0.87375
C 2.71595 -6.15719 -0.24037
C 1.75410 -6.95602 0.41787
C 0.66255 -6.37109 1.00058
C 0.50137 -4.98347 0.91805
N 1.37690 -4.20777 0.31057
C 2.48664 -4.77768 -0.25214
C 4.67775 -0.87003 -2.04235
C 3.68483 -0.74689 -3.00725
C 4.04560 -0.39967 -4.29933
C 5.38054 -0.18271 -4.61695
C 6.36208 -0.29948 -3.64303
C 6.01699 -0.65357 -2.34818
H 5.23200 -3.70183 -1.91382
H 5.63556 -6.13584 -1.95684
H 4.08983 -7.70461 -0.87068
H 1.89187 -8.03058 0.45952
H -0.08856 -6.96039 1.50753
H -0.36766 -4.50046 1.34872
H 2.64569 -0.90541 -2.76118
H 3.28217 -0.30124 -5.06014
H 5.65624 0.07131 -5.63232
H 7.40067 -0.12343 -3.89147
H 6.77013 -0.77374 -1.58031
I -1.43916 -5.19907 -2.11564
C -2.34758 -3.51889 -1.27561
C -3.70684 -3.49923 -1.03941
C -4.28689 -2.36249 -0.49312
I -6.34847 -2.50444 -0.14188
C -3.57425 -1.18530 -0.24572
C -4.51666 1.16070 -0.72342
C -3.35798 2.15883 -0.51040
C -1.23788 0.99233 -0.99784
N -1.26524 -0.16535 -0.48800
C -2.20687 -1.19301 -0.59251
C -1.59641 -2.39893 -0.97941
O -0.21473 -2.44949 -0.98846
H -4.30604 -4.37080 -1.25878
H -5.49054 1.60785 -0.52407
H -3.66574 3.19355 -0.65708
H -0.31496 1.55220 -0.81247
O 1.14006 -1.23215 1.33334
C 1.32045 -0.10591 0.68590
O 1.41920 -0.22716 -0.57402
C 1.28417 1.19667 1.39903
C -0.03402 1.36681 2.21613
Ge -1.36759 2.78376 1.81793
C -0.79866 4.26521 0.69381
C 0.51808 4.54560 0.32945
C 0.81551 5.63699 -0.47952
C -0.19918 6.47053 -0.92586
C -1.51300 6.22064 -0.55070
C -1.80697 5.12774 0.25211
C -2.85919 1.89026 0.89729
C -3.37670 0.75265 1.35063
C -4.25365 0.04477 0.33717
C -4.37155 0.71427 -2.15163
C -3.18365 1.02770 -2.64595
C -2.33048 1.78665 -1.65450
C -2.08160 3.41637 3.51242
C -3.41586 3.81847 3.58907
C -3.95738 4.25255 4.79158
C -3.17174 4.28309 5.93649
C -1.84246 3.89066 5.87427
C -1.30138 3.46299 4.66797
H 1.45654 1.95873 0.64471
H 2.14013 1.19485 2.07651
H 0.21436 1.46434 3.27207
H -0.62786 0.45578 2.13474
H 1.33686 3.93833 0.69408
H 1.84324 5.83825 -0.75505
H 0.03330 7.32182 -1.55327
H -2.30675 6.88031 -0.87883
H -2.83604 4.95567 0.55271
H -3.16040 0.30074 2.31569
H -5.18591 -0.27436 0.79170
H -5.13918 0.15074 -2.67040
H -2.82309 0.78176 -3.63773
H -1.88645 2.68053 -2.09391
H -4.04558 3.78490 2.70612
H -4.99469 4.56106 4.83638
H -3.59666 4.61270 6.87613
H -1.22595 3.91743 6.76422
H -0.25535 3.17650 4.63427